The following is a DFT calculation (ωB97M-V/def2-TZVPD) of an isolated ion of composition C4H5NO2P and charge -1.

Atoms and positions in Å:
C  1.585  -0.478  0.474
C  0.865  -1.001  -0.534
C  -0.225  0.314  1.613
C  -1.141  1.177  -1.044
N  1.046  0.271  1.493
O  -1.751  -1.509  -1.272
O  -1.151  -0.387  0.987
P  -0.873  -0.479  -0.690
H  2.664  -0.604  0.555
H  1.340  -1.497  -1.371
H  -0.611  0.933  2.428
H  -0.466  1.864  -0.545
H  -1.283  1.396  -2.095

* calculated total energy: -19103.7028 eV
* energy relative to the best compared isomer or geometry (same formula, charge and spin): 0.891 eV
* orbital gap (alpha / beta): 0.25763 / 0.25761 Ha
* multiplicity: 1
* total charge: -1

=====

The following is a DFT calculation (ωB97M-V/def2-TZVPD) of C4H5NO2S as an isolated structure.

Atoms and positions in Å:
C  0.643  1.432  -0.780
C  -0.514  0.016  -0.121
C  1.657  -1.020  -0.017
C  -2.005  0.044  0.055
N  0.225  -1.054  0.091
O  2.435  -1.881  -0.027
O  2.327  1.293  1.145
S  2.191  0.782  -0.222
H  0.121  2.199  -0.161
H  -2.394  -1.015  0.239
H  -2.195  0.334  -1.030
H  -2.224  0.809  0.719
H  -0.267  -1.939  0.111

* calculated total energy: -20643.8712 eV
* energy relative to the best compared isomer or geometry (same formula, charge and spin): 6.308 eV
* orbital gap (alpha / beta): 0.27501 / 0.27504 Ha
* multiplicity: 1

=====

The following is a DFT calculation (ωB97M-V/def2-TZVPD) of one molecule with the formula C4H5NO2S.

Atoms and positions in Å:
C  -0.100  0.966  0.919
C  -0.702  -0.238  -1.092
C  0.719  -0.842  -0.745
C  0.593  -0.289  1.383
H  -1.412  1.751  -0.216
H  -0.724  -0.057  -2.225
H  -1.449  -0.976  -0.660
H  0.833  -1.691  -1.472
H  1.508  -0.079  -0.786
N  -0.895  0.904  -0.163
O  0.849  -1.291  0.524
O  1.038  -0.395  2.519
S  -0.258  2.237  2.012

* calculated total energy: -20647.9231 eV
* energy relative to the best compared isomer or geometry (same formula, charge and spin): 2.257 eV
* orbital gap: 0.29292 Ha
* multiplicity: 1

=====

The following is a DFT calculation (ωB97M-V/def2-TZVPD) of one molecule with the formula C4H5NO3.

Atoms and positions in Å:
C  -1.110  0.334  -0.016
C  -0.164  -0.793  -0.007
C  1.160  -0.778  -0.031
C  2.203  0.291  -0.048
H  -3.096  0.767  0.073
H  -2.724  -0.930  -0.062
H  -0.598  -1.784  0.162
H  1.620  -1.750  -0.036
H  0.784  1.586  -0.003
N  -2.421  0.019  -0.033
O  -0.787  1.537  0.005
O  1.766  1.540  -0.016
O  3.367  -0.040  0.013

* calculated total energy: -11861.9462 eV
* energy relative to the best compared isomer or geometry (same formula, charge and spin): 0.055 eV
* orbital gap: 0.36418 Ha
* multiplicity: 1